# 1
Entry from OMol25: a 13-piece molecular cluster, C40H115N9O13 overall in a non-equilibrium geometry (ωB97M-V with the def2-TZVPD basis set).

Each line ends with the Löwdin charge.
Geometry (Å):
C: 11.01 16.22 20.51  -0.0564
C: 11.97 15.04 20.81  -0.3836
C: 12.12 14.13 19.53  -0.2173
O: 10.85 13.65 19.16  -0.1846
C: 10.90 12.71 18.14  -0.1060
N: 13.33 15.57 21.05  0.0329
H: 10.12 15.81 20.08  0.0598
H: 11.49 16.93 19.79  0.0677
H: 10.86 16.83 21.45  0.0941
H: 11.59 14.43 21.62  0.1296
H: 12.87 13.31 19.80  0.1349
H: 12.56 14.70 18.73  0.0618
H: 11.56 11.88 18.41  0.0726
H: 11.22 13.13 17.18  0.0857
H: 9.90 12.29 17.99  0.0947
H: 13.25 16.57 21.17  0.0440
H: 13.72 15.17 21.93  0.0872
C: 11.13 23.27 22.39  -0.0598
C: 10.99 21.92 21.82  -0.3796
C: 9.53 21.55 21.66  -0.1847
O: 9.52 20.13 21.37  -0.2107
C: 8.24 19.61 21.24  -0.1273
N: 11.63 21.84 20.44  0.0597
H: 10.67 23.95 21.70  0.0775
H: 12.15 23.59 22.58  0.0658
H: 10.58 23.33 23.32  0.0826
H: 11.43 21.13 22.50  0.1572
H: 9.01 22.01 20.84  0.1242
H: 8.98 21.78 22.59  0.1349
H: 7.78 19.99 20.31  0.0778
H: 7.61 19.81 22.07  0.0720
H: 8.42 18.49 21.04  0.1126
H: 11.31 21.04 19.95  0.0442
H: 12.67 21.62 20.34  0.0916
C: 12.70 21.12 10.24  -0.0677
C: 12.31 20.37 11.46  -0.4061
C: 10.80 20.05 11.60  -0.1777
O: 10.58 19.33 12.82  -0.2151
C: 9.38 19.73 13.46  -0.1059
N: 13.03 19.05 11.49  0.0726
H: 12.18 22.07 10.12  0.0813
H: 12.39 20.48 9.35  0.1054
H: 13.73 21.31 10.18  0.0579
H: 12.54 20.92 12.34  0.1078
H: 10.41 19.43 10.74  0.1413
H: 10.20 20.97 11.68  0.1170
H: 9.40 19.58 14.52  0.0516
H: 8.53 19.13 13.11  0.0908
H: 9.12 20.79 13.36  0.0859
H: 13.54 18.81 10.70  0.0367
H: 12.52 18.27 11.81  0.0277
C: 10.13 13.92 11.85  -0.0578
C: 10.01 15.40 12.30  -0.4357
C: 8.70 15.61 13.06  -0.1410
O: 8.81 14.71 14.23  -0.2014
C: 7.87 15.00 15.21  -0.1493
N: 11.23 15.84 12.97  0.0581
H: 10.07 13.37 12.80  0.0696
H: 11.11 13.72 11.42  0.0771
H: 9.21 13.69 11.27  0.0873
H: 10.03 15.92 11.33  0.1282
H: 7.79 15.38 12.50  0.1231
H: 8.54 16.62 13.48  0.1066
H: 8.12 14.52 16.22  0.1101
H: 6.85 14.76 14.97  0.0734
H: 7.81 16.06 15.43  0.0586
H: 11.39 15.28 13.82  0.0824
H: 11.30 16.81 13.26  0.0327
C: 15.36 12.28 15.58  -0.0433
C: 14.54 12.41 16.83  -0.4646
C: 14.05 11.12 17.43  -0.2021
O: 13.07 10.41 16.63  -0.1912
C: 12.62 9.21 17.21  -0.1175
N: 15.32 13.19 17.80  0.0761
H: 14.78 11.64 14.91  0.0921
H: 16.24 11.71 15.85  0.0835
H: 15.64 13.27 15.22  0.0599
H: 13.61 12.98 16.63  0.1212
H: 13.61 11.37 18.40  0.0928
H: 14.92 10.48 17.73  0.1388
H: 12.52 9.32 18.26  0.0616
H: 13.38 8.42 17.08  0.0954
H: 11.61 8.99 16.84  0.0936
H: 15.76 13.92 17.28  0.0228
H: 14.68 13.52 18.50  0.0433
C: 18.41 14.88 15.82  -0.0675
C: 17.82 16.26 15.78  -0.4042
C: 16.29 16.24 15.69  -0.1812
O: 15.78 15.44 14.59  -0.2197
C: 15.32 16.17 13.45  -0.1037
N: 18.31 17.14 16.92  0.0751
H: 19.50 14.97 15.93  0.0830
H: 18.24 14.30 14.92  0.0738
H: 18.01 14.22 16.60  0.0770
H: 18.18 16.78 14.89  0.1374
H: 15.97 17.28 15.59  0.1000
H: 15.73 15.90 16.58  0.1087
H: 16.21 16.60 12.97  0.0822
H: 14.69 17.06 13.60  0.0650
H: 14.71 15.54 12.76  0.0989
H: 17.81 16.77 17.70  0.0439
H: 17.96 18.06 16.80  0.0296
C: 11.26 20.35 16.98  -0.0119
C: 12.19 19.13 16.60  -0.3994
C: 11.36 18.08 15.99  -0.1407
O: 12.23 16.88 15.77  -0.2114
C: 12.37 16.06 16.89  -0.1212
N: 13.31 19.57 15.71  0.0914
H: 11.09 20.99 16.10  0.0607
H: 11.85 21.02 17.63  0.0581
H: 10.33 20.04 17.50  0.0722
H: 12.61 18.70 17.51  0.1026
H: 11.11 18.26 14.90  0.1218
H: 10.54 17.79 16.65  0.1184
H: 12.55 16.66 17.83  0.0796
H: 13.22 15.46 16.73  0.0689
H: 11.48 15.45 17.02  0.0846
H: 12.94 20.18 14.98  0.0846
H: 13.63 18.73 15.23  0.0756
C: 14.36 24.68 21.04  -0.0676
C: 15.23 23.64 20.39  -0.4265
C: 15.26 23.97 18.88  -0.2132
O: 16.20 23.09 18.33  -0.2189
C: 16.44 23.35 16.94  -0.0938
N: 16.59 23.63 21.02  0.0600
H: 14.90 25.60 21.01  0.0703
H: 14.23 24.40 22.11  0.0909
H: 13.43 24.73 20.51  0.0511
H: 14.85 22.67 20.54  0.0799
H: 15.58 25.04 18.72  0.1395
H: 14.23 23.90 18.46  0.1151
H: 15.55 23.28 16.29  0.0819
H: 17.11 22.53 16.64  0.0742
H: 16.95 24.33 16.77  0.1008
H: 17.20 23.07 20.44  0.0544
H: 16.93 24.58 21.04  0.0599
C: 15.37 18.25 18.60  -0.0308
C: 14.99 19.39 19.62  -0.3813
C: 16.17 20.00 20.36  -0.2359
O: 17.07 19.14 20.93  -0.1524
C: 16.77 18.63 22.21  -0.1004
N: 14.24 20.52 19.08  0.0718
H: 14.61 17.77 18.09  0.0241
H: 15.98 17.53 19.16  0.0843
H: 16.02 18.71 17.90  0.0400
H: 14.27 18.80 20.25  0.1316
H: 15.69 20.73 21.08  0.1316
H: 16.70 20.60 19.64  0.1195
H: 16.22 19.37 22.87  0.1043
H: 17.69 18.36 22.69  0.0787
H: 16.10 17.76 22.26  0.0781
H: 14.90 21.27 18.73  0.0935
H: 13.68 20.25 18.33  0.0108
C: 11.83 23.52 15.25  -0.1412
O: 10.59 22.96 14.85  -0.1338
H: 11.84 24.60 15.07  0.0892
H: 12.06 23.13 16.25  0.0619
H: 12.52 23.11 14.50  0.0715
H: 10.01 23.69 14.77  0.0488
C: 16.49 20.68 14.84  -0.2450
O: 16.12 20.18 16.01  -0.1383
H: 16.17 20.04 14.02  0.0713
H: 16.10 21.74 14.58  0.0914
H: 17.59 20.76 14.89  0.0923
H: 15.20 19.92 16.05  0.0103
C: 7.54 19.12 17.03  -0.1446
O: 6.75 18.92 15.85  -0.1276
H: 7.94 20.12 17.02  0.0736
H: 6.99 18.93 17.94  0.0694
H: 8.40 18.44 16.99  0.0510
H: 6.13 18.20 16.01  0.0715
C: 11.06 24.92 18.78  -0.1728
O: 11.92 23.83 18.76  -0.1949
H: 10.94 25.31 17.80  0.0578
H: 10.16 24.72 19.22  0.0471
H: 11.56 25.73 19.35  0.0798
H: 11.66 23.15 19.45  0.0104

Properties
- Spin multiplicity: 1
- Charge: 0
- Energy relative to the best compared isomer or geometry (same formula, charge and spin): 4.010 eV
- Electronic energy: -83365.03316 eV
- Gap between HOMO and LUMO: 9.21 eV
- LUMO: 0.3 eV

***

# 2
Entry from OMol25: a 2-piece molecular cluster, H2N2O2S overall in a non-equilibrium geometry (ωB97M-V with the def2-TZVPD basis set).

Each line ends with the natural charge from an NBO analysis.
Geometry (Å):
N: 0.11 0.74 -0.49  -0.4712
N: 0.79 -0.25 -0.02  0.5721
O: 1.99 0.14 0.17  -0.4374
O: 0.32 -1.34 0.24  -0.4325
S: -2.50 -0.07 0.14  0.1699
H: 0.67 1.61 -0.62  0.4066
H: -1.38 -0.83 0.58  0.1925

Properties
- Spin multiplicity: 1
- Charge: 0
- Energy relative to the best compared isomer or geometry (same formula, charge and spin): 5.728 eV
- Electronic energy: -17934.84528 eV
- Gap between HOMO and LUMO (alpha / beta): 5.92 / 5.74 eV
- LUMO (alpha / beta): -4.3 / -4.3 eV

***

# 3
Entry from OMol25: a 2-piece molecular cluster, C2H7NS overall (ωB97M-V with the def2-TZVPD basis set).

Each line ends with the natural charge from an NBO analysis.
Geometry (Å):
C: -1.20 2.21 0.05  -0.5129
C: -1.57 1.34 -0.88  0.0148
N: -2.21 0.12 -0.68  -0.8339
H: -0.74 3.14 -0.24  0.2026
H: -1.17 2.00 1.11  0.1895
H: -1.53 1.60 -1.93  0.1818
H: -1.89 -0.66 -1.22  0.3820
H: -2.53 -0.07 0.26  0.3762
S: 2.10 -1.59 0.64  -0.2871
H: 3.16 -1.78 -0.16  0.1429
H: 2.75 -0.80 1.50  0.1441

Properties
- Spin multiplicity: 1
- Charge: 0
- Energy relative to the best compared isomer or geometry (same formula, charge and spin): 0.738 eV
- SMILES: C=CN.S
- Electronic energy: -14511.92270 eV
- Gap between HOMO and LUMO: 9.19 eV
- LUMO: 0.9 eV

***

# 4
Entry from OMol25: a 2-piece molecular cluster, C2HF3O2 overall in a non-equilibrium geometry (ωB97M-V with the def2-TZVPD basis set).

Each line ends with the natural charge from an NBO analysis.
Geometry (Å):
C: -1.88 -0.61 0.14  0.7700
C: 0.84 0.45 -0.17  0.9195
O: -2.28 -1.62 -0.31  -0.5078
O: 1.63 -0.30 0.57  -0.7049
F: -2.57 0.30 0.81  -0.3165
F: 1.03 0.42 -1.50  -0.3323
F: 0.69 1.73 0.21  -0.3279
H: 2.55 -0.38 0.25  0.5000

Properties
- Spin multiplicity: 1
- Charge: 0
- Energy relative to the best compared isomer or geometry (same formula, charge and spin): 4.308 eV
- Electronic energy: -14333.99604 eV
- Gap between HOMO and LUMO (alpha / beta): 9.68 / 8.17 eV
- LUMO (alpha / beta): -0.3 / -1.1 eV

***

- Which of these has the highest electronic energy?
  C2HF3O2

***

- What is the formula in the third record?
  C2H7NS

***

- What is the formula in the first record?
  C40H115N9O13